Below is C35H38CoN4 as an isolated structure in a non-equilibrium geometry, with properties calculated with ωB97M-V with the def2-TZVPD basis set.

Geometry as XYZ:
```
78
Properties=species:S:1:pos:R:3:forces:R:3
Co 0.3022 -0.0531 -0.2030 -5.6 -1.7 -0.7
N -1.1148 -1.1620 0.7773 -1.7 -1.3 -0.3
N -0.4600 -2.3944 -1.7500 1.1 1.7 -1.3
C 1.9768 0.8407 -0.7467 1.4 0.3 0.6
C 2.1714 -0.4870 -0.2139 1.7 1.0 0.6
C 1.7023 -0.4859 1.1579 1.6 1.0 0.4
C 1.8912 -1.6991 2.0180 -0.3 -0.2 0.3
H 1.9710 -2.6032 1.3888 0.1 0.4 0.3
H 1.0516 -1.8698 2.7062 0.3 0.2 -0.2
H 2.8177 -1.5876 2.6038 -0.2 -0.2 -0.1
C 1.2681 0.8635 1.4528 1.1 0.2 0.4
C 0.9375 1.5740 2.7220 -0.2 -0.1 0.9
H 1.8137 1.9872 3.2480 0.0 0.0 -0.5
H 0.4261 0.8620 3.3823 0.4 0.6 -0.1
H 0.2171 2.3872 2.5308 0.3 -0.3 0.2
C 1.3178 1.6272 0.2520 1.8 0.2 0.6
C 1.0840 3.1033 0.2270 -0.2 0.1 -0.2
H 0.2317 3.3621 0.8652 0.2 0.1 -0.3
H 0.8681 3.4428 -0.7889 0.0 0.1 0.0
H 1.9536 3.6607 0.6103 -0.2 -0.2 -0.1
C 2.8608 -1.6211 -0.8901 0.0 -0.1 -0.2
H 3.9203 -1.6669 -0.6024 -0.1 0.0 -0.1
H 2.7953 -1.4949 -1.9769 0.1 -0.2 0.1
H 2.3964 -2.5800 -0.6281 0.1 0.2 -0.2
C 2.5864 1.4306 -1.9577 -0.3 0.0 -0.4
H 1.8401 2.0923 -2.4152 0.4 -0.1 -0.3
H 2.8762 0.6358 -2.6503 0.0 0.3 -0.1
H 3.4784 2.0300 -1.7045 -0.2 -0.2 -0.1
C -1.7387 -0.6609 1.9863 0.4 -1.2 1.4
H -2.3207 0.2499 1.8280 -0.1 -0.1 -0.5
C -2.4400 -1.6583 3.0138 -0.1 1.6 0.6
H -3.4093 -1.2768 3.3520 -0.3 -0.5 -0.2
C -2.3396 -3.0736 2.6739 0.1 -0.2 -0.7
H -2.8160 -3.7935 3.3422 0.4 0.0 -0.2
C -1.6464 -3.4234 1.5763 -0.5 -1.0 1.2
H -1.4283 -4.4718 1.4077 -0.2 -0.1 -0.2
C -1.1360 -2.5084 0.5797 1.4 1.7 -0.8
C -0.5801 -3.0894 -0.5769 -0.7 -1.2 1.7
H -0.3540 -4.1580 -0.6204 -0.4 0.4 -0.1
C -0.3541 -1.0155 -1.7944 -0.3 -1.2 -1.7
C -0.3561 -2.9499 -3.0426 -0.4 0.4 1.1
H -0.3795 -4.0059 -3.2259 0.0 -0.1 0.1
C -0.3161 -1.9193 -3.8974 0.0 0.7 0.0
H -0.3391 -1.9076 -4.9718 0.1 0.0 0.0
N -0.3156 -0.7424 -3.1440 -0.2 -0.7 -0.8
C -0.5369 0.5351 -3.7529 0.2 0.0 -0.3
C 0.4249 1.0702 -4.6209 -0.3 0.3 0.4
C 0.2194 2.3633 -5.1163 -0.4 -0.1 0.0
H 0.9978 2.8242 -5.7290 -0.2 -0.1 0.1
C -0.9556 3.0677 -4.8459 0.2 -0.3 0.1
C -1.1639 4.4584 -5.3661 0.0 0.2 -0.1
H -1.0436 5.2035 -4.5673 0.0 -0.1 -0.2
H -2.1791 4.5665 -5.7673 0.2 0.1 0.0
H -0.4408 4.6818 -6.1569 -0.2 0.1 0.1
C -1.9551 2.4483 -4.0923 0.3 -0.2 -0.1
H -2.9047 2.9633 -3.9288 0.2 -0.1 0.0
C -1.7706 1.1728 -3.5612 0.2 0.2 -0.2
C -2.9044 0.4669 -2.8945 -0.4 0.0 0.5
H -3.3485 -0.2999 -3.5507 0.2 0.2 0.2
H -3.6866 1.1976 -2.6609 0.1 -0.2 0.0
H -2.5803 -0.0168 -1.9655 -0.2 0.1 -0.2
C 1.6637 0.3270 -5.0121 0.5 0.0 -0.1
H 1.5512 -0.1548 -5.9973 -0.1 0.1 0.3
H 1.9405 -0.4490 -4.2895 -0.1 0.2 -0.2
H 2.4931 1.0442 -5.0979 -0.1 -0.3 0.0
N -0.7595 -0.3950 3.0336 0.6 -0.1 -0.8
C -1.2876 -1.1595 3.9490 -0.5 0.1 -0.4
C -0.8773 -1.0699 5.3171 -0.8 -1.0 -1.7
C -1.8561 -0.5760 6.1931 -0.1 0.1 1.2
C -1.4704 -0.0922 7.4316 -0.7 -0.3 -0.8
C -0.1068 -0.1388 7.7825 0.4 0.1 1.2
C 0.8790 -0.6540 6.9171 -0.4 -0.1 -0.9
C 0.4998 -1.0913 5.6480 0.9 0.5 1.1
H -2.8720 -0.5110 5.7979 0.1 0.1 0.4
H -2.2424 0.3426 8.0767 0.5 -0.1 0.0
H 0.1842 0.2029 8.7749 0.0 0.0 -0.1
H 1.9352 -0.6754 7.2251 -0.5 0.0 -0.1
H 1.2418 -1.4424 4.9254 -0.3 0.1 0.2
```
Positions in Å, forces in eV/Å.

Frontier orbital gap (alpha / beta), eV: 2.37 / 6.04
Charge: -1
Spin multiplicity: 5
HOMO (alpha / beta), eV: -0.09 / -3.77
Strongest force on any atom, eV Å⁻¹: 5.8
Relative energy (zero: lowest compared OMol25 entry of this formula, charge and spin), eV: 0.256
Energy, eV: -80494.1968



Below is C35H38FN3O3PdSi as an isolated structure in a non-equilibrium geometry, with properties calculated with ωB97M-V with the def2-TZVPD basis set.

Geometry as XYZ:
```
82
Properties=species:S:1:pos:R:3:forces:R:3
C -2.2228 -0.9241 -2.0990 -0.8 -0.4 1.2
C -1.2172 -1.8016 -2.5971 0.2 -1.4 0.9
C -0.7179 -2.6079 -1.4632 -1.9 0.7 -1.1
H -0.9881 -1.9837 -3.6642 -0.3 0.1 1.0
C -1.6201 -2.2908 -0.3479 0.6 -0.2 -0.4
C -2.4844 -1.2710 -0.7452 -0.1 0.8 -1.7
H -3.2674 -0.8158 -0.1563 0.0 -0.2 0.0
H -2.8119 -0.2325 -2.7041 0.4 -0.1 0.3
H -0.2984 -3.5791 -1.6260 0.0 -0.7 0.0
H -1.6205 -2.7748 0.6328 0.1 0.1 -0.4
Pd 1.1810 -1.7378 -1.2331 -2.6 -0.3 2.1
C 2.5471 -1.1599 -2.3874 3.5 2.4 -5.3
H 2.7808 -2.1361 -2.0209 1.6 -1.5 1.0
H 2.7107 -0.1480 -2.0071 0.1 -0.5 0.4
H 3.1093 -1.2085 -3.3455 -0.9 0.0 0.2
Si 0.8064 -0.9606 -5.1693 4.7 0.6 1.5
C 1.6321 0.6718 -5.8276 -1.5 -0.8 -0.3
C 0.5004 1.2129 -6.4995 0.6 0.5 0.0
H -0.5122 0.7956 -6.4103 0.6 0.3 0.1
C 0.6427 2.3123 -7.3336 -0.5 -0.3 0.2
H -0.2703 2.7340 -7.7178 0.0 0.2 -0.5
C 1.8785 2.8830 -7.5529 -1.0 0.0 0.3
H 1.9204 3.7483 -8.1757 0.3 0.4 -0.3
C 2.9650 2.4126 -6.8573 0.0 -0.5 0.5
H 3.8534 2.9849 -6.8972 1.0 0.2 -0.2
C 2.8866 1.3044 -6.0229 -0.9 -0.3 0.4
H 3.7756 0.9793 -5.4981 -0.1 -0.1 0.0
C 1.3941 -2.6267 -5.7374 -0.9 -0.6 -0.2
C 0.7803 -2.5783 -7.0329 -0.5 -1.4 0.8
H 0.7196 -1.6194 -7.5272 0.2 -0.1 -0.5
C -0.0115 -3.6431 -7.4683 1.0 0.1 -0.5
H -0.6135 -3.5347 -8.3645 0.2 -0.1 -0.1
C 0.0497 -4.8754 -6.8038 0.5 0.4 0.4
H -0.2985 -5.7814 -7.2767 -0.5 0.1 0.1
C 0.6521 -4.9421 -5.5526 0.7 0.0 0.2
H 0.6951 -5.8811 -4.9942 -0.2 0.2 -0.3
C 1.2524 -3.7992 -4.9772 -0.5 0.0 -1.0
H 1.5119 -3.8397 -3.9223 0.3 0.1 -0.1
H 0.9693 -1.9445 -3.1702 0.4 1.6 0.2
H -0.3157 -1.0457 -5.9094 -3.4 0.5 -0.5
F -3.8417 0.5773 3.0634 1.5 0.1 -0.1
C -2.4578 0.7276 3.1101 -0.4 0.2 -0.5
C -1.7277 0.6581 1.9251 -0.1 0.0 1.1
C -0.3195 0.8112 1.9485 -0.8 -0.1 0.7
C 0.5515 0.3925 0.8679 1.1 0.5 0.7
O 0.2307 0.0822 -0.2952 -1.7 -0.7 -0.8
C 1.9169 0.3896 1.1937 1.3 0.3 0.0
C 2.4035 1.1453 2.2084 -0.8 -0.2 0.3
N 1.6137 1.6093 3.2075 -1.1 -1.2 -1.7
C 2.2500 2.3005 4.2611 0.3 0.6 1.2
C 3.5878 1.7985 4.7117 0.2 -0.3 0.5
C 3.4916 3.0789 3.9501 0.1 0.6 0.1
C 0.2508 1.2474 3.1649 0.9 0.9 1.0
C -0.4983 1.3388 4.3630 -0.9 -0.4 -0.2
C -1.8723 1.0128 4.3742 1.3 0.1 -0.7
N -2.5706 0.9970 5.6033 0.6 -0.9 -0.7
C -2.4916 2.2023 6.3560 -0.1 1.2 0.5
C -2.8346 1.9814 7.8303 1.4 -0.3 -0.4
N -4.0944 1.2182 7.8601 -1.1 0.7 0.3
C -4.0534 -0.0931 7.2060 1.1 -0.9 -0.8
C -3.7459 0.1676 5.7303 -0.7 -0.2 -0.3
C 2.9709 -0.2583 0.2862 -2.7 0.1 2.1
O 3.7576 0.4756 -0.2231 1.9 0.3 -1.1
O 2.7744 -1.5361 0.2554 0.1 -0.3 -0.5
H -2.2145 0.5055 0.9746 -0.1 -0.1 0.1
H 3.4569 1.3809 2.2473 -0.1 -0.2 0.0
H 1.5840 2.7079 5.0120 0.1 0.0 -0.3
H 3.8074 1.8586 5.7752 0.1 -0.1 -0.3
H 3.9714 0.9226 4.1864 0.0 0.2 0.3
H 3.8198 3.0814 2.9121 0.0 0.3 0.4
H 3.6367 4.0076 4.5057 0.0 -0.3 -0.3
H -0.0024 1.5843 5.3177 -0.3 -0.3 -0.8
H -3.1666 2.9959 5.9612 0.1 -0.2 0.1
H -1.4694 2.5942 6.2751 -0.5 0.0 0.2
H -2.0817 1.3519 8.3313 -0.2 0.3 -0.2
H -2.9443 2.9255 8.3705 -0.1 -0.2 -0.1
H -4.3878 1.1024 8.8231 -0.5 0.2 0.2
H -4.7741 1.7716 7.3191 -0.3 0.0 0.6
H -5.0032 -0.6100 7.3418 0.0 0.1 0.0
H -3.2402 -0.6616 7.6768 -0.3 0.0 -0.1
H -4.6326 0.6577 5.2728 0.2 -0.3 0.2
H -3.5948 -0.7967 5.2014 -0.1 0.6 0.4
```
Positions in Å, forces in eV/Å.

Frontier orbital gap (alpha / beta), eV: 6.12 / 5.33
Charge: +2
Spin multiplicity: 5
HOMO (alpha / beta), eV: -11.00 / -12.63
Strongest force on any atom, eV Å⁻¹: 6.8
Relative energy (zero: lowest compared OMol25 entry of this formula, charge and spin), eV: 5.368
Energy, eV: -61571.8352



Below is C35H38N3O3ReSe2Si as an isolated structure in a non-equilibrium geometry, with properties calculated with ωB97M-V with the def2-TZVPD basis set.

Geometry as XYZ:
```
83
Properties=species:S:1:pos:R:3:forces:R:3
Re -0.8724 -0.2689 -0.7042 0.9 -1.2 1.9
C 0.5870 0.7875 3.2973 -0.1 0.1 0.1
C -0.5949 1.5627 3.9057 0.0 0.0 -0.2
C -1.6284 2.1039 2.8994 0.3 0.0 0.2
C -1.2427 3.4025 2.1998 0.1 -0.3 0.0
N 0.1627 3.4338 1.7535 -0.2 0.1 0.1
C 0.6725 2.9477 0.6117 0.0 0.0 0.1
Se -0.2924 2.1843 -0.8464 -0.3 -0.2 0.2
N 1.9746 3.2664 0.5503 0.4 -0.2 -0.1
C 2.9330 3.0079 -0.5426 0.1 0.0 0.2
C 4.0273 2.0189 -0.1513 -0.2 -0.1 0.1
C 3.5349 0.5806 -0.0083 -0.1 0.0 -0.2
C 3.1661 -0.0337 -1.3599 0.0 0.0 0.1
C 2.3267 3.9591 1.7059 0.1 0.0 -0.2
C 3.5309 4.5270 2.1131 0.2 0.0 -0.1
C 3.5369 5.1620 3.3358 0.0 0.0 0.1
C 2.3778 5.2452 4.1263 0.0 0.0 0.0
C 1.1804 4.7060 3.7058 -0.1 0.0 0.1
C 1.1803 4.0613 2.4715 -0.3 -0.1 0.0
H 0.9797 0.0608 4.0104 0.0 0.1 0.0
H 1.4187 1.4400 3.0169 -0.1 -0.1 0.0
H 0.2787 0.2316 2.4102 0.0 -0.1 -0.1
H -0.2049 2.3822 4.5187 -0.1 -0.1 0.1
H -1.1333 0.8966 4.5799 0.0 0.0 0.1
H -2.5693 2.2901 3.4225 0.0 0.0 -0.1
H -1.8343 1.3467 2.1498 0.0 -0.1 -0.1
H -1.3735 4.2425 2.8778 0.1 0.1 0.0
H -1.8716 3.5771 1.3309 0.0 0.0 -0.1
H 3.3680 3.9713 -0.8033 0.0 0.1 0.0
H 2.3786 2.6451 -1.4006 -0.2 0.0 0.0
H 4.4959 2.3522 0.7757 0.1 0.0 0.0
H 4.7914 2.0525 -0.9324 0.0 0.1 0.0
H 2.6773 0.5388 0.6769 0.1 0.0 0.0
H 4.3297 -0.0121 0.4470 0.0 0.0 0.1
H 2.2976 0.4563 -1.8054 0.1 0.0 0.0
H 2.9189 -1.0892 -1.2461 0.0 0.0 0.0
H 4.0027 0.0496 -2.0612 -0.1 0.0 0.1
H 4.4232 4.4864 1.5012 -0.1 0.0 0.0
H 4.4542 5.6118 3.6949 -0.1 0.0 0.0
H 2.4231 5.7533 5.0811 0.0 0.0 0.0
H 0.2857 4.7892 4.3118 0.1 0.0 -0.1
O -2.1875 -0.3680 0.5814 0.6 0.3 -0.9
Si -3.5200 -1.2580 1.1523 -0.8 -0.1 0.0
C -4.3900 -0.2213 2.4238 0.1 0.2 0.1
C -4.2338 -0.4676 3.7927 0.0 0.1 -0.1
C -4.8937 0.3146 4.7347 0.0 0.0 0.0
C -5.7070 1.3630 4.3202 0.0 -0.1 -0.1
C -5.8680 1.6259 2.9617 0.0 0.0 0.0
C -5.2226 0.8335 2.0226 0.1 0.0 0.0
C -2.9093 -2.8134 1.9511 0.4 0.0 -0.1
C -3.8021 -3.8530 2.2255 0.0 0.0 0.0
C -3.3719 -5.0048 2.8716 0.1 0.0 0.0
C -2.0383 -5.1384 3.2421 0.0 0.0 0.0
C -1.1352 -4.1178 2.9684 0.0 0.0 0.0
C -1.5712 -2.9614 2.3316 0.0 0.0 0.1
C -4.7111 -1.5382 -0.2532 0.1 0.0 -0.2
C -6.0334 -1.8765 0.0668 0.0 0.0 0.0
C -6.9523 -2.1871 -0.9279 0.1 0.0 0.0
C -6.5654 -2.1661 -2.2618 0.0 0.0 0.0
C -5.2665 -1.8112 -2.6015 0.0 0.0 0.0
C -4.3516 -1.4947 -1.6048 -0.2 -0.1 0.1
H -3.5956 -1.2816 4.1284 -0.1 0.1 0.0
H -4.7810 0.1020 5.7924 0.0 0.0 -0.1
H -6.2272 1.9682 5.0525 0.0 0.0 0.0
H -6.5013 2.4446 2.6371 0.0 -0.1 0.0
H -5.3721 1.0309 0.9620 0.0 0.0 0.1
H -4.8463 -3.7613 1.9348 0.1 -0.1 0.0
H -4.0746 -5.8017 3.0820 0.0 0.0 0.0
H -1.7037 -6.0382 3.7454 0.0 0.0 0.0
H -0.0918 -4.2267 3.2474 -0.1 0.0 0.0
H -0.8552 -2.1628 2.1411 -0.1 -0.1 0.0
H -6.3527 -1.8882 1.1069 0.0 0.0 -0.1
H -7.9705 -2.4440 -0.6619 0.0 0.0 0.0
H -7.2794 -2.4162 -3.0375 0.0 0.0 0.0
H -4.9668 -1.7858 -3.6442 0.0 0.0 0.1
H -3.3478 -1.2194 -1.8957 0.1 0.0 0.0
O -1.3291 -2.3847 -0.9692 0.4 0.1 0.1
C -0.1968 -2.7873 -0.5751 -0.3 0.3 -0.1
O 0.6707 -1.9377 -0.2132 -1.1 1.2 -0.3
H 0.0237 -3.8530 -0.5532 0.1 -0.1 0.0
Se 0.4318 -1.2215 -5.1784 0.0 0.0 -0.1
C 0.0569 -0.7480 -3.5922 -0.2 0.4 1.1
N -0.1846 -0.3852 -2.4606 0.1 -0.5 -1.8
```
Positions in Å, forces in eV/Å.

Frontier orbital gap (alpha / beta), eV: 6.57 / 6.82
Charge: +1
Spin multiplicity: 2
HOMO (alpha / beta), eV: -11.06 / -11.29
Strongest force on any atom, eV Å⁻¹: 2.4
Relative energy (zero: lowest compared OMol25 entry of this formula, charge and spin), eV: 0.628
Energy, eV: -188221.9996